(1)
Formula: H22HeKrO11
Source: OMol25
Level of theory: ωB97M-V/def2-TZVPD

2S+1 ... 1

Atoms and positions in Å:
He  -0.172  -1.084  3.684
Kr  -0.585  0.110  0.119
O  1.848  1.651  -2.404
H  1.168  1.323  -2.993
H  2.211  0.865  -1.996
O  -3.915  -2.810  0.423
H  -3.913  -2.083  -0.200
H  -4.087  -3.584  -0.114
O  -1.048  1.855  3.002
H  -1.533  2.672  2.879
H  -1.236  1.599  3.905
O  1.742  3.644  -0.396
H  1.770  2.788  -0.823
H  1.567  3.448  0.524
O  -4.204  0.242  -1.012
H  -5.111  0.009  -1.212
H  -4.208  0.442  -0.076
O  1.572  2.725  2.381
H  2.272  2.125  2.639
H  0.767  2.219  2.497
O  2.172  -1.889  1.351
H  2.677  -2.664  1.597
H  2.324  -1.267  2.063
O  2.086  -2.442  -2.504
H  1.976  -1.577  -2.108
H  2.508  -2.269  -3.345
O  2.842  -0.155  -0.540
H  3.548  0.401  -0.212
H  2.628  -0.730  0.194
O  -0.155  -3.482  0.778
H  -0.337  -3.304  -0.145
H  0.448  -2.787  1.041
O  -2.598  1.711  -3.094
H  -1.939  1.112  -3.446
H  -3.084  1.186  -2.458

---

(2)
Formula: H22NO9
Source: OMol25
Level of theory: ωB97M-V/def2-TZVPD

2S+1 ... 1
Charge ... +1

Atoms and positions in Å:
N  0.175  4.718  -10.316
H  -0.825  4.574  -10.327
H  0.517  5.390  -9.644
H  0.291  4.999  -11.279
H  0.750  3.899  -10.180
O  -0.279  4.754  -6.523
H  -0.007  4.037  -5.950
H  0.451  4.864  -7.133
O  -0.193  7.264  -8.916
H  -0.871  7.621  -9.490
H  0.153  8.026  -8.451
O  1.145  6.003  -12.314
H  1.356  6.935  -12.361
H  1.572  5.622  -13.082
O  -0.725  1.677  -8.823
H  -1.108  1.161  -9.532
H  -0.033  1.121  -8.467
O  0.862  2.242  -11.764
H  1.131  2.309  -12.680
H  1.056  1.337  -11.522
O  -1.304  6.036  -14.156
H  -0.377  5.929  -14.368
H  -1.322  6.149  -13.205
O  -2.566  4.521  -10.887
H  -3.432  4.705  -10.523
H  -2.713  3.808  -11.508
O  -2.278  7.312  -10.949
H  -2.544  6.460  -11.294
H  -3.056  7.644  -10.502
O  1.909  4.296  -8.260
H  2.434  4.988  -8.661
H  2.418  3.497  -8.400

---

(3)
Formula: H22NO9
Source: OMol25
Level of theory: ωB97M-V/def2-TZVPD

2S+1 ... 1
Charge ... +1

Atoms and positions in Å:
N  -0.237  0.161  -0.066
H  0.680  0.460  0.235
H  -1.044  0.485  0.447
H  -0.273  -0.824  -0.286
H  -0.294  0.698  -0.919
O  2.861  -0.044  0.735
H  2.436  -0.364  -0.061
H  2.172  -0.064  1.400
O  1.149  0.465  2.108
H  1.361  0.611  3.030
H  0.963  1.338  1.763
O  -0.099  -1.280  1.900
H  -1.025  -1.078  1.767
H  0.238  -0.541  2.406
O  1.681  -0.434  -1.109
H  1.851  0.010  -1.940
H  1.649  -1.363  -1.336
O  -1.576  0.784  1.410
H  -2.157  0.025  1.462
H  -2.046  1.478  1.871
O  1.220  1.740  -0.675
H  0.818  2.531  -1.033
H  1.521  1.997  0.196
O  -0.858  0.846  -1.884
H  -1.408  1.513  -2.294
H  -1.264  0.015  -2.132
O  -2.182  -0.730  -1.908
H  -3.110  -0.595  -2.101
H  -2.177  -1.271  -1.118
O  -0.399  -1.852  -0.463
H  0.173  -2.516  -0.077
H  -0.623  -2.200  -1.326

---

(4)
Formula: H22O11
Source: OMol25
Level of theory: ωB97M-V/def2-TZVPD

SMILES ... O.O.O.O.O.O.O.O.O.O.O
2S+1 ... 1

Atoms and positions in Å:
O  -0.710  -3.744  -1.553
H  -1.200  -3.200  -0.981
H  -1.371  -4.186  -2.132
O  2.972  -0.042  0.874
H  3.681  -0.273  0.237
H  2.131  -0.059  0.410
O  0.753  -3.001  1.279
H  0.951  -2.881  0.370
H  0.494  -3.890  1.413
O  -2.886  0.423  1.784
H  -3.411  -0.007  2.445
H  -2.025  0.074  1.937
O  1.863  2.720  -0.115
H  1.896  2.023  0.526
H  2.783  2.843  -0.128
O  0.770  3.582  -2.349
H  0.875  3.379  -1.406
H  1.223  4.382  -2.419
O  0.758  0.990  -3.176
H  0.880  1.917  -2.897
H  0.634  0.390  -2.429
O  0.541  -0.203  -0.336
H  0.502  0.739  -0.575
H  -0.346  -0.486  -0.172
O  -2.000  -1.628  -0.233
H  -2.326  -1.884  0.618
H  -2.798  -1.425  -0.669
O  -1.003  2.360  0.329
H  -1.746  1.746  0.663
H  -0.571  2.510  1.244
O  -0.768  -1.125  2.421
H  -0.047  -1.501  1.910
H  -0.503  -0.529  3.118

---

(5)
Formula: H22O11
Source: OMol25
Level of theory: ωB97M-V/def2-TZVPD

SMILES ... O.O.O.O.O.O.O.O.O.O.O
2S+1 ... 1

Atoms and positions in Å:
O  -1.650  0.254  -1.860
H  -2.265  0.006  -1.150
H  -1.631  1.224  -1.713
O  -3.001  -0.013  1.197
H  -3.411  0.848  1.340
H  -2.336  -0.086  1.902
O  0.900  3.409  -1.069
H  0.931  2.943  -0.218
H  1.598  2.984  -1.579
O  3.194  -0.455  0.711
H  3.982  -0.039  1.105
H  3.013  0.081  -0.106
O  1.348  -2.367  -0.299
H  0.623  -2.785  0.170
H  2.086  -2.207  0.295
O  2.655  0.913  -1.326
H  1.891  0.328  -1.687
H  3.386  0.809  -1.948
O  0.727  -0.423  -1.934
H  -0.220  -0.223  -2.168
H  0.836  -1.274  -1.498
O  -0.945  -1.569  3.170
H  -0.191  -0.981  3.357
H  -0.860  -1.797  2.225
O  -1.717  2.674  -0.730
H  -2.152  3.437  -1.092
H  -0.763  2.784  -0.892
O  -1.820  -3.004  0.995
H  -2.506  -2.533  0.467
H  -2.229  -3.858  1.261
O  0.088  0.588  1.277
H  -0.484  0.219  0.610
H  0.920  0.111  1.190

---

(6)
Formula: H22O11
Source: OMol25
Level of theory: ωB97M-V/def2-TZVPD

SMILES ... O.O.O.O.O.O.O.O.O.O.O
2S+1 ... 1

Atoms and positions in Å:
O  2.187  -2.643  -0.724
H  3.010  -3.080  -0.479
H  1.896  -2.180  0.075
O  -0.879  2.859  -2.865
H  -0.417  2.434  -2.119
H  -0.294  3.568  -3.148
O  -2.650  -1.772  0.685
H  -2.565  -2.220  1.534
H  -1.804  -1.289  0.564
O  -0.182  -1.890  4.405
H  0.678  -2.030  4.812
H  -0.034  -1.199  3.742
O  -0.247  -0.480  0.210
H  -0.130  -0.407  1.170
H  0.078  0.361  -0.133
O  -3.620  0.996  0.106
H  -3.818  1.428  -0.731
H  -3.041  0.261  -0.132
O  -0.142  0.636  3.029
H  -1.112  0.611  3.035
H  0.074  1.575  3.005
O  2.726  -0.119  0.699
H  2.891  0.769  1.039
H  3.529  -0.612  0.908
O  1.022  1.923  -0.877
H  1.604  2.646  -1.141
H  1.572  1.122  -0.961
O  1.403  -0.473  -2.488
H  1.637  -1.151  -1.827
H  1.085  -0.970  -3.249
O  -1.799  0.204  -2.738
H  -1.768  1.168  -2.889
H  -0.893  -0.048  -2.515

---

For reference, highest occupied orbital energy by record: -9.94; -13.25; -12.15; -10.05; -10.92; -10.31 eV.
For reference, frontier orbital gap by record: 0.35562; 0.37130; 0.31519; 0.37045; 0.41217; 0.36281 Eh.
For reference, relative energy (zero: lowest compared OMol25 entry of this formula, charge and spin) by record: 43.6; 187.8; 1577.5; 152.2; 48.9; 134.0 kJ/mol.